89
Properties=species:S:1:pos:R:3:lowdin_charge:R:1 method="wB97M-V/def2-TZVPD" de_lowest_kj_mol=52.7 total_charge=-2 energy_ev=-92418.56793 homo_energy_ev=-1.2
Tl -0.048 -1.088 0.105 0.68
O 4.845 -4.169 1.462 -0.08
C 3.937 -3.393 1.078 -0.67
O 3.164 -2.692 1.753 -0.06
C 3.811 -3.279 -0.465 -0.18
C 4.458 -4.240 -1.249 -0.04
C 4.356 -4.180 -2.625 -0.11
C 3.626 -3.146 -3.194 -0.09
C 3.031 -2.227 -2.344 -0.14
N 3.106 -2.287 -1.016 0.13
H 5.023 -5.003 -0.734 0.10
H 4.839 -4.926 -3.249 0.09
H 3.513 -3.049 -4.267 0.09
H 2.451 -1.400 -2.742 0.08
C 1.985 0.009 3.271 -0.10
N 0.632 -0.484 3.163 -0.30
C 0.485 -1.830 3.661 -0.13
C -0.332 0.465 3.661 -0.21
C -0.834 1.451 2.613 -0.28
C -1.443 2.614 3.096 -0.10
C -1.862 3.611 2.227 -0.14
C -1.646 3.438 0.863 -0.13
C -1.072 2.255 0.407 -0.16
C -0.660 1.204 1.244 -0.19
H 2.298 0.126 4.330 0.08
H 2.052 0.986 2.788 0.08
H 2.667 -0.678 2.773 0.06
H 0.644 -1.897 4.757 0.08
H 1.210 -2.474 3.163 0.06
H -0.517 -2.203 3.435 0.06
H 0.116 1.062 4.479 0.11
H -1.170 -0.073 4.126 0.10
H -1.565 2.754 4.170 0.09
H -2.321 4.518 2.608 0.08
H -1.937 4.216 0.161 0.08
H -0.922 2.149 -0.666 0.06
S 1.337 1.752 -3.839 0.92
C 2.154 2.226 -2.405 -0.46
C 1.838 1.423 -1.354 -0.24
C 0.904 0.370 -1.643 -0.33
C 0.555 0.428 -2.963 -0.55
C -0.351 -0.473 -3.683 -0.31
C -0.784 -0.221 -4.995 -0.06
C -1.703 -1.070 -5.579 -0.10
C -2.175 -2.159 -4.859 -0.09
C -1.669 -2.349 -3.581 -0.14
N -0.782 -1.546 -3.013 0.10
H 2.825 3.073 -2.422 0.04
H 2.253 1.580 -0.366 0.09
H -0.421 0.648 -5.529 0.07
H -2.060 -0.875 -6.585 0.09
H -2.909 -2.841 -5.269 0.09
H -2.003 -3.185 -2.974 0.11
S -5.382 -2.999 -0.580 0.53
C -4.840 -2.414 0.906 -0.79
N -3.684 -1.692 0.996 0.07
C -3.196 -1.137 2.128 -0.08
C -3.850 -1.305 3.310 -0.07
C -5.034 -2.066 3.303 -0.08
C -5.516 -2.604 2.144 -0.11
H -3.175 -1.512 0.126 0.07
H -2.285 -0.558 2.005 0.07
H -3.461 -0.853 4.210 0.10
H -5.575 -2.225 4.229 0.10
H -6.428 -3.183 2.121 0.09
O -3.159 -0.113 -1.237 -0.53
S -4.519 0.149 -1.789 0.97
C -5.561 0.658 -0.416 -0.39
C -6.914 0.358 -0.445 -0.11
C -7.704 0.701 0.643 -0.09
C -7.129 1.313 1.749 -0.09
C -5.766 1.583 1.774 -0.07
C -4.971 1.253 0.687 -0.05
C -4.398 1.774 -2.567 -0.35
C -5.515 2.394 -3.111 -0.09
C -5.367 3.615 -3.749 -0.10
C -4.110 4.203 -3.842 -0.10
C -3.002 3.572 -3.297 -0.06
C -3.143 2.346 -2.656 -0.05
H -7.332 -0.174 -1.292 0.10
H -8.761 0.464 0.639 0.10
H -7.745 1.564 2.605 0.09
H -5.305 2.046 2.638 0.11
H -3.904 1.439 0.697 0.11
H -6.493 1.932 -3.029 0.10
H -6.233 4.111 -4.170 0.09
H -3.997 5.158 -4.341 0.09
H -2.017 4.017 -3.364 0.11
H -2.295 1.839 -2.217 0.09

***

22
Properties=species:S:1:pos:R:3:lowdin_charge:R:1 method="wB97M-V/def2-TZVPD" de_lowest_kj_mol=858.2 energy_ev=-23848.02351 homo_energy_ev="-8.8 / -8.3"
C 0.613 -1.168 -1.259 -0.05
C 0.434 -0.092 -0.512 -0.28
C -1.652 -0.753 3.866 -0.27
C -0.438 0.359 1.686 -0.34
C 0.885 -0.928 -2.720 -0.14
C 0.426 1.312 -1.021 -0.12
C -0.022 0.323 -3.201 -0.16
N 0.240 -0.298 0.867 0.07
O 0.941 1.816 3.417 -0.57
O 0.324 1.474 -2.440 -0.13
S -0.206 -0.006 3.419 1.01
H 0.380 -2.142 -0.857 0.11
H -2.501 -0.198 3.611 0.00
H -1.699 -0.994 4.894 0.00
H -1.045 1.160 1.526 0.07
H 1.970 -0.891 -2.906 0.11
H 0.481 -1.918 -3.253 0.14
H -0.398 1.841 -0.510 0.13
H 1.420 1.721 -0.813 0.15
H 0.240 0.356 -4.283 0.13
H -1.004 0.073 -2.958 0.09
H 0.613 -1.049 3.448 0.04

***

42
Properties=species:S:1:pos:R:3:lowdin_charge:R:1 method="wB97M-V/def2-TZVPD" de_lowest_kj_mol=0.0 smiles="O=S(=O)(O)CCCC[PH4].CC(C)=O.CC(C)=O" energy_ev=-41133.94821 homo_energy_ev=-8.0
O 2.531 0.543 3.993 -0.28
S 3.223 0.989 2.821 0.58
O 3.652 0.033 1.848 -0.28
O 4.508 1.794 3.305 -0.15
C 2.309 2.244 1.976 -0.24
C 1.693 3.340 2.844 -0.22
C 0.538 2.946 3.774 -0.28
C -0.834 2.897 3.084 -0.43
P -1.402 1.161 2.576 0.67
H 4.430 1.921 4.260 0.10
H 1.582 1.712 1.362 0.07
H 3.035 2.690 1.293 0.11
H 1.301 4.077 2.136 0.11
H 2.478 3.861 3.396 0.11
H 0.720 1.989 4.269 0.08
H 0.504 3.694 4.569 0.10
H -0.881 3.599 2.245 0.07
H -1.592 3.236 3.801 0.06
H -2.511 1.722 1.870 -0.03
H -1.453 0.767 3.946 -0.02
H -0.210 0.872 1.870 -0.04
H -1.900 -0.173 2.219 -0.10
C 0.041 -1.375 -2.511 -0.03
C 0.500 -0.482 -1.383 -0.49
O -0.112 0.521 -1.089 0.06
C 1.747 -0.906 -0.650 -0.02
H -0.861 -0.977 -2.964 0.06
H 0.824 -1.449 -3.268 0.09
H -0.162 -2.378 -2.128 0.08
H 2.587 -0.964 -1.344 0.09
H 1.603 -1.893 -0.207 0.09
H 1.991 -0.201 0.140 0.04
C -2.896 -3.963 -3.571 -0.02
C -2.824 -2.977 -4.714 -0.50
O -2.513 -1.824 -4.536 0.06
C -3.162 -3.506 -6.087 -0.02
H -2.638 -3.464 -2.640 0.08
H -3.905 -4.370 -3.492 0.08
H -2.205 -4.789 -3.745 0.09
H -4.181 -3.895 -6.098 0.08
H -2.482 -4.316 -6.354 0.08
H -3.074 -2.705 -6.817 0.08

***

12
Properties=species:S:1:pos:R:3:lowdin_charge:R:1 method="wB97M-V/def2-TZVPD" de_lowest_kj_mol=657.7 energy_ev=-8125.27674 homo_energy_ev="-8.0 / -7.4"
N 0.670 -0.025 0.468 -0.09
N 1.792 -0.592 -0.205 0.06
C 0.155 1.270 -0.123 -0.38
N 0.700 2.197 -0.642 0.09
H 0.900 0.115 1.447 0.16
H 1.433 -1.188 -0.945 0.09
H 2.276 0.189 -0.653 0.08
C -1.829 -0.878 0.156 -0.17
N -2.183 0.271 -0.049 0.03
H -1.130 1.060 -0.062 0.02
H -0.252 -0.705 0.410 0.06
H -2.533 -1.714 0.199 0.05